Formula: CH8O4
Source: the OMol25 dataset
Level of theory: ωB97M-V/def2-TZVPD

Each atom is followed by the atoms it is bonded to, with distances in Å.
Geometry (Å):
1 O 3.95 0.41 -0.58  C2 1.202
2 C 4.10 1.57 -0.83  O1 1.202, H3 1.090, H4 1.077
3 H 3.48 2.09 -1.57  C2 1.090
4 H 4.78 2.23 -0.32  C2 1.077
5 H -0.97 -2.09 1.28  O7 0.973
6 H -2.10 -1.03 1.78  O7 1.034
7 O -1.91 -2.01 1.50  H5 0.973, H6 1.034
8 H -1.90 0.79 0.73  O10 0.948
9 H -3.28 1.21 1.74  O10 1.099
10 O -2.22 0.98 1.60  H8 0.948, H9 1.099
11 H -2.75 -1.39 -1.39  O13 0.960
12 H -1.56 -0.86 -2.22  O13 0.886
13 O -2.37 -0.67 -1.90  H11 0.960, H12 0.886

Values from the calculation:
**Frontier orbital gap (alpha / beta)**: 2.42 / 10.52 eV
**2S+1**: 2
**Lowest unoccupied orbital energy (alpha / beta)**: 3.33 / 3.76 eV
**ΔE to the lowest compared entry with this formula, charge and spin**: 157.0 kJ/mol
**Charge**: -1